Below is a 4-piece molecular cluster, C4H14N2O5 overall in a non-equilibrium geometry, with properties calculated with ωB97M-V/def2-TZVPD.

Each atom is followed by the atoms it is bonded to, with distances in Å.
CARTESIAN COORDINATES (ANGSTROEM)
1 N 0.51112 -1.67639 0.52319  C2 1.449, H9 1.008, H10 1.004
2 C 1.34808 -0.72764 -0.18231  N1 1.449, C3 1.492, H11 1.107, H12 1.109
3 C 1.37445 -0.95762 -1.65599  C2 1.492, N4 1.419, O8 1.222
4 N 0.25501 -0.75936 -2.50510  C3 1.419, C5 1.445, H13 1.021
5 C -0.54455 0.43878 -2.39219  N4 1.445, C6 1.467, H14 1.240, H15 1.112
6 C -1.96780 0.23912 -2.09789  C5 1.467, O7 1.216, H16 1.125
7 O -2.69293 1.12854 -1.69437  C6 1.216
8 O 2.38567 -1.39159 -2.18781  C3 1.222
9 H 0.82649 -2.61985 0.68885  N1 1.008
10 H -0.47590 -1.74228 0.35226  N1 1.004
11 H 2.42668 -0.84697 0.03773  C2 1.107
12 H 1.01322 0.27746 0.14666  C2 1.109
13 H 0.36252 -1.05840 -3.47542  N4 1.021
14 H -0.44016 1.07151 -3.45358  C5 1.240
15 H -0.05016 1.16238 -1.70786  C5 1.112
16 H -2.46832 -0.76689 -2.05314  C6 1.125
17 H -1.81777 0.85571 2.26769  O19 0.955
18 H -2.09926 2.37232 2.13383  O19 0.962
19 O -2.41102 1.55519 2.53507  H17 0.955, H18 0.962
20 H 1.41334 2.25508 1.21156  O22 0.973
21 H 1.14998 1.01819 2.18192  O22 0.984
22 O 0.86062 1.92742 1.94261  H20 0.973, H21 0.984
23 H -0.10722 -0.12228 3.48062  O25 0.966
24 H 0.39251 -1.21881 2.74459  O25 0.976
25 O 0.75539 -0.41361 3.15907  H23 0.966, H24 0.976

The value obtained for the HOMO energy is -9.7 eV. The LUMO energy is 0.3 eV. The gap between HOMO and LUMO comes out at 0.3668 Ha. The energy above the lowest of the compared OMol25 structures with the same formula, charge and spin comes out at 52.8 kcal/mol. The calculation puts the largest force on an atom at 4.0 eV Å⁻¹. As for the SMILES: NCC(=O)NCC=O.O.O.O. The calculation puts the total energy at -17591.5106 eV.

Want to see where the charge sits? The Löwdin charges in e are: number 1, N, carries 0.015; number 2, C, carries -0.183; number 3, C, carries -0.450; number 4, N, carries 0.035; number 5, C, carries -0.187; number 6, C, carries -0.268; number 7, O, carries 0.037; number 8, O, carries 0.062; number 9, H, carries 0.088; number 10, H, carries 0.077; number 11, H, carries 0.142; number 12, H, carries 0.094; number 13, H, carries 0.140; number 14, H, carries 0.194; number 15, H, carries 0.130; number 16, H, carries 0.133; number 17, H, carries -0.003; number 18, H, carries 0.038; number 19, O, carries -0.052; number 20, H, carries 0.039; number 21, H, carries -0.010; number 22, O, carries -0.095; number 23, H, carries 0.049; number 24, H, carries 0.039; number 25, O, carries -0.064